This record from the Open Molecules 2025 dataset describes a 6-piece molecular cluster, C90H75INO13 overall. The level of theory is wB97M-V/def2-TZVPD.

Summary:
HOMO level	-10.7	eV
E_LUMO	-3.3	eV
gap between HOMO and LUMO	0.273	Ha
energy	-4805.006905	hartree
net charge	+1

Geometry as XYZ:
```
180
Properties=species:S:1:pos:R:3:forces:R:3
I -1.3120 -1.9746 -4.1233 -0.099 0.023 -0.024
O -7.4191 0.3004 -1.6454 0.215 -0.162 -0.231
O 4.3297 -3.7642 2.9144 0.034 -0.009 -0.009
O -9.5424 2.5785 1.0473 -0.012 -0.002 -0.002
O 0.8877 7.4948 -2.6901 0.015 0.005 -0.015
O 3.0072 1.3619 2.0530 -0.009 0.006 0.002
O 12.8958 -2.7193 10.7053 0.004 -0.006 -0.006
O 3.3182 -5.3734 -1.6807 -0.020 -0.048 0.004
O -7.1131 7.0813 2.6538 -0.002 0.010 0.007
O -2.7196 9.8603 -5.8737 0.002 0.006 -0.024
O 7.8150 -5.7944 -4.5690 0.012 0.008 -0.013
O -4.0897 -2.9268 -4.9436 -0.026 0.055 0.209
O -3.1161 -6.2875 -3.8221 0.248 0.191 -0.198
O 9.0595 -0.4476 7.7264 -0.075 -0.034 -0.020
N -3.2802 -0.8707 -2.0719 -0.250 -0.554 -0.627
C 1.8289 -1.4930 -0.7478 -0.036 0.017 -0.040
C -7.4009 3.4944 -0.4669 0.176 0.025 -0.175
C 11.6336 0.6258 7.5502 0.058 0.079 -0.033
C -7.2317 5.3534 1.0569 -0.103 -0.024 0.057
C -1.6989 -0.8630 -0.1521 0.060 -0.252 -0.482
C -1.2831 7.4559 -3.6006 0.011 0.097 -0.059
C 5.7251 -5.7068 -0.2820 0.025 -0.011 0.039
C -2.2270 8.0751 -4.4180 0.090 0.038 -0.006
C -4.6311 0.1291 -0.2659 -0.160 0.069 -0.122
C -4.0505 -7.3136 -3.5444 0.025 -0.035 0.089
C 4.3447 -5.4391 -2.3275 0.044 -0.044 -0.008
C 2.9344 -0.8626 1.2839 0.084 -0.013 0.071
C 12.9202 1.1349 7.5315 0.026 -0.013 0.018
C -10.4352 5.7403 4.8156 -0.020 -0.033 -0.008
C -5.6383 -1.2601 -2.0995 0.718 0.288 0.298
C -4.4991 -0.6960 -1.4950 -0.206 -0.412 -0.668
C -9.3293 6.2151 4.1319 -0.063 0.020 0.078
C 12.0362 -2.2218 10.0117 0.026 -0.002 0.028
C 2.2056 -0.5151 0.1555 -0.081 0.014 -0.105
C 4.2292 -5.0501 -6.5771 -0.019 0.011 0.027
C -2.1839 1.2992 -1.5055 0.499 -0.054 -0.440
C 0.4288 9.2512 -4.2028 -0.102 -0.039 -0.025
C 3.2813 -2.1962 1.5023 -0.008 0.049 0.048
C -7.7822 -4.8223 -4.3875 0.312 -0.033 0.097
C 3.1044 -5.0940 -4.4522 -0.061 0.027 -0.084
C 5.6661 -0.8825 5.6418 0.028 0.018 0.020
C -8.8059 0.3781 -1.9612 0.316 -0.152 0.260
C 13.6117 -0.5154 9.1384 0.081 0.064 -0.030
C -6.3415 4.0014 -1.2007 0.017 0.109 0.063
C 10.3666 -3.9074 10.7398 -0.058 -0.076 0.050
C -0.0420 2.4829 -0.8027 -0.288 -0.007 -0.056
C -0.8654 1.9398 -1.9592 -0.020 0.201 0.395
C 9.0869 -4.4333 10.7400 -0.031 0.013 -0.018
C 4.3179 -5.3176 -3.8140 0.074 0.015 0.044
C 5.2365 -1.8675 4.7695 0.041 0.024 0.085
C -3.4998 7.5331 -4.5423 -0.097 -0.056 0.013
C -4.2695 -2.2336 -3.7949 0.971 0.200 0.124
C -9.5091 4.3727 2.5858 0.076 0.046 -0.053
C 2.0488 10.9125 -4.8126 -0.020 0.025 -0.024
C -4.1459 -7.6405 -2.0715 -0.049 -0.160 -0.124
C 1.1235 11.5049 -5.6649 0.029 -0.016 0.021
C -5.5354 -2.0002 -3.2702 0.103 0.157 0.224
C -5.7377 5.1971 -0.8151 -0.065 -0.147 0.005
C -2.0788 -0.2247 -1.4834 -0.037 0.342 0.700
C -10.6196 3.9035 3.2747 -0.065 -0.006 0.075
C 3.3428 0.2108 2.2376 -0.020 0.030 0.023
C 5.4401 -5.2781 -5.9471 -0.044 0.010 -0.124
C 4.1631 -0.1850 3.4152 -0.027 -0.079 -0.073
C -11.0827 4.5878 4.3847 0.013 0.032 0.021
C -1.8900 9.3176 -5.1784 -0.022 0.009 0.000
C -7.8536 4.1725 0.6551 -0.081 0.012 0.106
C -9.0196 3.6159 1.4019 0.002 -0.055 0.022
C 5.3537 0.4504 5.3998 0.006 -0.022 0.013
C -7.6862 6.0830 2.2793 0.010 0.019 0.014
C -3.5631 -4.9745 -3.5635 -0.011 -0.557 -0.052
C 9.6479 -2.1786 9.2205 0.101 0.042 -0.011
C 5.6638 -5.6401 -1.6683 -0.016 0.007 -0.096
C 2.8986 -3.1714 0.5902 -0.018 -0.039 0.010
C 8.3635 -2.7061 9.2325 -0.068 -0.071 0.030
C -6.7330 -2.4968 -3.9946 -0.051 -0.251 -0.025
C 0.0875 8.0253 -3.4301 0.029 -0.010 0.023
C -3.9694 -4.3706 -4.8871 0.103 0.169 -0.156
C 11.3295 -0.4585 8.3628 -0.020 -0.082 0.066
C -3.8266 6.3745 -3.8608 0.056 -0.042 0.022
C 8.0481 -5.9781 -1.7865 0.070 -0.007 0.079
C -6.1765 5.8653 0.3152 0.093 0.021 -0.099
C 12.3251 -1.0365 9.1538 -0.100 -0.046 -0.015
C 9.9334 -0.9801 8.3793 -0.004 0.024 -0.016
C 6.9409 -5.9043 0.3481 0.045 -0.002 0.002
C 1.7036 9.7881 -4.0836 0.076 0.063 -0.020
C -0.1520 10.9802 -5.7811 0.057 0.083 -0.024
C 3.0605 -4.9619 -5.8288 0.011 0.007 -0.013
C 4.0592 -2.5996 2.7127 -0.001 -0.026 0.004
C 8.1011 -6.0454 -0.4048 -0.030 0.001 0.019
C -3.1537 -1.6325 -3.2023 -0.322 -0.147 0.073
C 2.1745 -2.8225 -0.5354 -0.091 0.096 -0.039
C 10.6517 -2.7782 9.9842 0.013 0.083 -0.066
C 6.8331 -5.7688 -2.4234 -0.094 0.035 -0.054
C -2.8790 5.7502 -3.0539 -0.006 0.026 -0.078
C 5.4893 -5.4150 -4.5669 -0.023 -0.009 0.128
C -0.5061 9.8550 -5.0494 -0.019 -0.097 0.067
C 8.0837 -3.8298 9.9896 0.017 -0.015 0.017
C -7.4102 -3.7388 -3.3785 -0.257 0.111 -0.384
C 4.4894 -1.5246 3.6506 -0.057 0.023 -0.100
C -6.9779 -1.0431 -1.4684 -0.120 0.800 0.141
C -8.8649 5.5383 3.0128 0.030 -0.061 -0.109
C 13.9076 0.5678 8.3297 -0.022 0.018 -0.021
C -1.6130 6.2915 -2.9221 -0.085 -0.145 0.067
C 6.8060 -5.6725 -3.9111 0.036 -0.021 0.010
C 4.6006 0.7987 4.2921 0.042 0.029 0.079
H 11.1531 -4.3645 11.3228 0.063 0.040 -0.001
H 1.2658 -1.2185 -1.6333 0.022 0.009 -0.039
H 14.9106 0.9719 8.3179 0.019 0.009 -0.005
H -11.1137 3.0052 2.9337 0.032 -0.033 -0.054
H -3.6978 -8.1779 -4.0817 0.127 -0.277 -0.310
H 13.1565 1.9766 6.8951 0.008 0.021 -0.006
H -10.7972 6.2702 5.6858 -0.013 0.010 0.017
H -3.4642 -8.4340 -1.8185 0.374 -0.242 0.187
H 2.4156 9.3183 -3.4203 -0.022 -0.061 0.027
H 3.0421 11.3295 -4.7195 0.020 0.011 -0.003
H 4.3489 1.8312 4.0968 -0.044 0.009 -0.055
H 8.9443 -6.0838 -2.3808 -0.010 0.012 -0.069
H -6.8047 -4.1431 -2.5834 0.270 -0.215 0.330
H -3.7120 0.5337 0.1002 0.192 -0.017 0.159
H 0.9676 2.7198 -1.0962 0.365 0.084 -0.099
H -2.7313 -4.4446 -3.1262 0.242 0.323 0.233
H -9.3947 -0.1753 -1.2432 -0.233 -0.219 0.280
H 5.7020 1.2169 6.0782 0.013 0.007 0.021
H -7.4440 -1.6888 -4.0148 -0.350 0.383 -0.121
H -5.9959 3.4743 -2.0827 -0.008 0.008 -0.011
H 6.9856 -5.9501 1.4276 -0.012 0.003 0.020
H 4.8187 -5.6045 0.2950 -0.044 -0.015 0.007
H -1.0058 -1.6663 -0.3545 0.261 -0.303 0.142
H -8.8210 7.1118 4.4561 0.051 0.022 -0.044
H -7.8859 2.5767 -0.7576 0.009 -0.025 0.073
H -0.4975 3.3870 -0.4248 -0.109 0.341 0.169
H -9.1035 1.4088 -1.8969 -0.074 0.400 -0.091
H -8.9931 -0.0051 -2.9559 -0.094 -0.096 -0.381
H -2.5340 -1.2933 0.3725 -0.325 0.020 0.338
H 2.2004 -5.0281 -3.8631 0.016 -0.030 0.082
H 7.0826 -4.2390 9.9967 -0.018 -0.013 0.002
H -0.0107 1.7901 0.0236 0.175 -0.327 0.316
H -0.8806 11.4364 -6.4357 -0.065 -0.028 0.005
H -5.7123 6.7903 0.6264 -0.015 0.022 0.062
H -4.9268 5.6074 -1.3982 0.022 0.047 0.016
H -3.1328 4.8397 -2.5246 0.014 -0.024 0.001
H -0.2749 1.2355 -2.5296 0.137 -0.211 -0.317
H -4.3902 -4.9975 -2.8623 -0.241 0.175 0.334
H -2.4098 1.6869 -0.5262 -0.308 0.269 0.258
H -3.8971 -6.7863 -1.4605 -0.074 0.322 0.241
H 1.3991 12.3793 -6.2382 0.008 0.023 -0.005
H -11.9503 4.2240 4.9177 -0.016 -0.006 0.017
H -6.4507 -2.6786 -5.0190 0.116 -0.170 -0.332
H 14.3714 -0.9665 9.7604 -0.022 -0.061 0.032
H -0.8684 5.8236 -2.2947 0.082 0.017 0.035
H -7.1064 -5.6621 -4.3338 0.302 -0.306 -0.028
H -1.2591 -0.4429 -2.1294 0.110 -0.250 -0.569
H -3.2083 -4.6261 -5.6043 0.337 0.015 -0.294
H 7.5917 -2.2292 8.6461 0.020 0.056 -0.037
H -4.8201 5.9557 -3.9586 -0.016 -0.005 -0.006
H 4.1941 -4.9416 -7.6524 -0.006 -0.007 -0.025
H -5.1404 -7.9880 -1.8340 -0.329 -0.043 0.218
H 3.1722 -4.2000 0.7682 -0.005 -0.015 0.022
H 1.9468 0.5223 -0.0049 0.062 0.030 0.046
H -7.6989 -1.7255 -1.8782 -0.278 -0.311 -0.176
H -1.1945 -0.1304 0.4541 0.153 0.179 0.395
H -5.2987 0.9504 -0.4745 -0.330 0.334 -0.053
H 8.8674 -5.3145 11.3271 -0.010 -0.016 0.015
H 9.0493 -6.2068 0.0893 0.020 -0.001 0.013
H 6.2559 -1.1470 6.5090 0.044 0.019 0.004
H -5.0854 -0.4532 0.5179 -0.218 -0.291 0.360
H -1.1053 2.7650 -2.6091 0.030 0.287 -0.454
H 5.4780 -2.9060 4.9455 -0.016 -0.042 -0.053
H -6.9150 -1.2436 -0.4091 -0.011 -0.186 0.514
H -4.8916 -4.8078 -5.2322 -0.520 -0.105 -0.111
H 2.1131 -4.7921 -6.3231 -0.009 -0.003 -0.026
H -8.3301 -3.4083 -2.9251 -0.300 0.133 0.379
H -2.9621 1.5743 -2.2068 -0.353 0.177 -0.023
H -5.0263 -7.0733 -3.9518 -0.337 0.281 -0.173
H -4.2238 8.0272 -5.1745 0.029 0.058 -0.035
H 10.8571 1.0621 6.9386 -0.064 -0.027 0.012
H -8.7704 -5.2113 -4.2077 -0.367 -0.118 0.080
H 1.8922 -3.5846 -1.2468 0.012 -0.040 0.000
H 6.3551 -5.3526 -6.5171 0.059 -0.019 0.041
H -7.7497 -4.4542 -5.4006 -0.086 0.180 -0.382
```
Positions in Å, forces in eV/Å.

This record from the Open Molecules 2025 dataset describes C19H16Cl6FeN2 as an isolated structure. The level of theory is wB97M-V/def2-TZVPD.

Summary:
HOMO level (spin up / spin down)	-10.9 / -11.6	eV
multiplicity	6
E_LUMO (spin up / spin down)	-2.8 / -5.0	eV
gap between HOMO and LUMO (spin up / spin down)	0.297 / 0.239	Ha
energy above the lowest of the compared OMol25 structures with the same formula, charge and spin	1.886	eV
energy	-4867.624698	hartree
net charge	+1

Geometry as XYZ:
```
44
Properties=species:S:1:pos:R:3:forces:R:3
Fe 0.0465 0.9367 1.7462 -1.029 2.251 -1.221
Cl -0.6852 -2.9414 5.8570 0.749 0.410 0.013
Cl -1.6327 5.3753 1.1783 0.488 0.424 -0.039
Cl 2.4514 1.0926 2.2264 0.565 0.056 -0.106
Cl -2.1410 -0.7552 4.0873 -0.601 -0.297 0.066
Cl 2.5582 -2.8746 5.9832 -0.320 0.048 -0.055
Cl 4.1533 -0.6440 4.3079 -0.865 -0.545 -0.034
N -0.0377 0.3095 -0.0496 0.005 -2.706 -4.282
N 0.7011 -1.0794 -1.9997 -0.730 2.067 2.761
C 1.6097 -0.3117 -2.8550 0.604 0.352 -0.186
C -3.3805 3.0054 -1.5608 0.486 -1.542 0.947
C 2.7460 -1.2813 -3.2735 0.133 1.791 -1.277
C -2.9473 1.7221 0.4132 -0.281 -0.274 0.010
C -2.0965 3.9655 0.3431 -1.275 -0.908 -1.347
C -3.5569 1.7788 -0.8480 0.890 1.951 0.759
C 0.3158 -0.1734 3.2039 0.377 -1.423 2.082
C -2.1078 2.7132 1.0014 -0.224 -0.080 -0.766
C -2.7157 4.0599 -0.9226 -0.140 0.126 0.248
C 0.1351 -0.3796 -1.0085 1.466 0.833 1.664
C 1.1695 -3.1791 -3.1409 -0.783 -1.070 -0.553
C -0.4623 -0.9643 4.1022 2.743 1.494 -1.439
C 0.1088 -2.2856 -2.5362 -1.086 1.229 -1.786
C 2.4314 -0.9259 4.1384 0.266 0.476 0.391
C 0.2549 -1.7852 4.9378 0.247 -1.586 0.566
C 2.0815 -2.4333 -4.1090 0.268 1.407 1.654
C 1.7160 -0.1036 3.2672 -1.534 -1.458 1.209
C 1.6933 -1.8255 4.9433 -0.397 0.802 -0.354
C -1.2923 2.4561 2.1652 -1.152 0.172 -0.827
H -3.1551 0.9419 1.1242 -0.060 -0.820 -0.231
H -1.6738 1.8303 2.9562 -0.385 -0.276 0.304
H -0.4615 -2.7370 -1.7296 -0.193 -0.267 -0.286
H -0.8139 3.3362 2.4796 0.820 0.936 0.818
H 1.6877 -3.6691 -2.3090 0.256 -0.044 -0.395
H 3.3521 -1.4975 -2.3753 -0.473 -0.640 -0.441
H 3.4453 -0.7173 -3.9463 -0.606 -0.353 0.525
H 1.4389 -1.9212 -4.8760 0.825 -0.697 0.328
H 1.8794 0.6578 -2.3861 0.339 -0.957 0.299
H -3.7581 3.0355 -2.5833 -0.004 0.574 0.376
H -4.2200 1.0254 -1.2481 0.167 -0.206 0.211
H 1.0227 0.0509 -3.6866 -0.115 -0.267 -0.819
H 0.6091 -3.9341 -3.7298 0.332 0.058 0.578
H 2.8777 -3.0453 -4.5292 -0.394 -0.154 -0.226
H -0.5464 -1.8545 -3.3746 0.293 -1.235 0.992
H -2.8005 5.0259 -1.3842 0.328 0.348 -0.133
```
Positions in Å, forces in eV/Å.